Molecular formula: C3H6ClS2
Method: DFT, ωB97M-V/def2-TZVPD

ΔE to the lowest compared entry with this formula, charge and spin: 22.71 kJ/mol
LUMO energy: 2.57 eV
HOMO-LUMO gap: 0.2259 Ha
charge: -1
strongest force on any atom: 0.74 eV Å⁻¹
2S+1: 1

Each line ends with the Löwdin charge.
Geometry (Å):
S (-2.03, -1.25, -0.46)  0.450
S (-1.36, 0.00, -2.02)  0.450
C (-0.62, -0.93, 0.64)  -0.562
C (0.16, 0.53, -1.17)  -0.562
C (0.58, -0.59, -0.22)  -0.348
H (-0.47, -1.85, 1.24)  0.077
H (-0.87, -0.11, 1.34)  0.088
H (-0.02, 1.47, -0.62)  0.088
H (0.91, 0.73, -1.95)  0.077
H (0.91, -1.47, -0.79)  0.110
H (1.43, -0.26, 0.41)  0.126
Cl (1.37, 3.74, 3.61)  -0.996